No. 1
Molecular formula: C19H40FN6O6S
Method: DFT, ωB97M-V/def2-TZVPD

Geometry as XYZ:
```
73
Properties=species:S:1:pos:R:3
S -4.0616 -3.6836 -3.4168
F -0.2572 1.2663 -3.2941
O 4.0678 -3.1803 -2.8067
O -1.1338 -5.0974 -2.7824
O 1.2321 0.6419 0.4062
O -0.2326 2.9885 3.6659
O -2.8171 0.7327 -0.2540
O -1.3056 -2.8964 -2.3389
N -2.3183 2.7754 0.5894
N -0.8089 -4.1137 -3.2206
N 0.5106 -0.2608 2.3572
N 1.1662 4.5303 4.5624
N 3.4740 -4.5814 -1.1252
N -3.1843 -2.2063 -3.4658
C -0.4753 0.1113 -2.5294
C -0.6013 -0.5806 3.2308
C 4.1784 -4.2398 -2.2212
C 0.8760 3.4937 3.7674
C 3.6526 -5.8561 -0.4564
C -1.9933 -1.9858 -2.9838
C -3.7346 -0.9635 -4.0776
C 0.8246 -0.6336 -2.4131
C 0.3310 0.3440 1.1746
C 2.5028 5.0908 4.6430
C -1.6049 -0.5684 -3.2687
C 2.5093 -3.6307 -0.6041
C 1.8638 -0.5942 2.7710
C -3.0067 0.0481 -3.1905
C 1.3252 -1.2722 -3.7022
C -2.4901 3.7536 1.6515
C -2.9529 1.6100 0.5994
C 0.1036 5.1081 5.3717
C -1.4049 3.0774 -0.5041
H -0.4913 -0.0689 4.1879
H -3.6033 1.4743 1.4761
H -0.6478 -1.6568 3.4098
H -1.5332 -0.2608 2.7697
H -5.1949 -3.1554 -3.8797
H 2.4923 6.1404 4.3459
H 1.7447 3.1249 3.1976
H 3.9745 -5.7037 0.5751
H -3.3284 -0.1618 -2.1759
H -3.1870 3.3755 2.3948
H 4.8859 -5.0215 -2.5430
H -0.7015 5.4733 4.7344
H 4.4093 -6.4400 -0.9745
H -1.3068 -0.6243 -4.3257
H 2.8830 5.0183 5.6628
H -2.8764 4.6899 1.2438
H -3.1158 1.0964 -3.4192
H 1.7541 -3.4087 -1.3613
H -0.6033 2.3392 -0.5476
H 2.7177 -6.4203 -0.4519
H 2.3257 -1.2690 2.0495
H 0.7819 -1.3524 -1.6017
H -1.9352 3.0631 -1.4571
H 2.9988 -2.6923 -0.3397
H 1.6194 -0.5163 -4.4214
H 2.4750 0.3064 2.8263
H 2.0283 -4.0500 0.2765
H -0.7267 0.5571 0.9563
H 2.2031 -1.8730 -3.4874
H -0.8204 0.4610 -1.5633
H -4.8114 -0.9202 -4.0161
H 3.1715 4.5463 3.9806
H 1.8340 -1.0718 3.7465
H -0.9737 4.0612 -0.3474
H -0.3109 4.3562 6.0426
H 0.5935 -1.9337 -4.1625
H 1.5515 0.1126 -2.1106
H -3.3453 -0.8672 -5.0873
H 0.5043 5.9323 5.9546
H -1.5322 3.9279 2.1294
```

Calculated values
E_HOMO = -0.4107 Ha
orbital gap = 6.527 eV
net charge = +1


No. 2
Molecular formula: C19H41BBr2CoF4N3O9
Method: DFT, ωB97M-V/def2-TZVPD

Geometry as XYZ:
```
80
Properties=species:S:1:pos:R:3
Br 4.5945 0.5468 -5.9055
Br 5.1269 5.1270 -5.3226
Co -1.6885 -4.0492 -0.4587
F -0.8922 -0.0171 0.0421
F 0.8473 1.1668 -0.3806
F -1.0898 1.6148 -1.4277
F 0.0722 -0.2363 -1.8201
O 2.3858 -5.6474 -2.1150
O 0.1696 -3.9919 4.8943
O -6.0802 -1.3192 0.3332
O 2.1484 9.4782 6.3615
O 3.0070 10.1595 8.2691
O -3.5510 -3.7401 -5.7847
O 4.6637 -5.3640 -2.2414
O 2.2049 11.6429 6.7353
O 3.6947 -6.9873 -3.3220
N 1.4723 -3.9488 6.8301
N -7.2895 0.6644 0.5350
N -4.3834 -3.3625 -7.8740
C -5.0302 -3.8300 -9.0767
C -7.5767 1.9893 0.0117
C 2.3246 7.2229 5.3730
C 2.5816 10.4410 7.2043
C 1.5648 -4.3955 8.1697
C 5.2578 3.2202 -4.8616
C -3.4669 -2.1801 -8.0425
C 2.3801 12.7482 7.5155
C -4.3503 -3.9831 -6.7160
C 2.4410 -6.9943 -5.2876
C 4.2071 2.5013 -5.7508
C 0.4307 -4.3362 6.0611
C -6.5360 -0.2867 -0.1042
C -7.4908 0.5708 1.9855
C 2.5994 -7.7222 -3.9658
C 4.7408 -4.2730 -1.3248
C 2.2208 8.0916 6.6557
C 3.4675 -5.9406 -2.5220
C 2.3605 -2.8436 6.5573
B -0.2691 0.7012 -0.9542
H -5.7730 -4.6271 -9.0463
H 2.3601 -5.9080 -5.2483
H 5.1707 3.0627 -3.7865
H -7.2534 1.5134 2.4787
H 0.0027 -5.2165 6.5651
H 1.6602 -7.7368 -3.4129
H -7.2506 -0.4039 2.4102
H 1.4415 12.7795 8.0689
H -8.5669 0.3995 1.9568
H -2.5791 -2.3025 -8.6629
H -4.2834 -4.4290 -9.5978
H 3.2413 7.2911 4.7873
H 6.1892 2.8536 -5.2930
H -5.0992 -4.7887 -6.6673
H 2.2629 6.2078 5.7652
H 1.4655 -7.2229 -5.7167
H -7.6978 1.8362 -1.0607
H 2.8713 -8.7415 -4.2403
H 1.4277 7.4040 4.7806
H 5.5596 -4.4716 -0.6332
H 3.1724 2.5812 -5.4175
H 2.0158 -2.2721 5.6955
H -4.0134 -1.4080 -8.5841
H -5.5335 -2.9978 -9.5689
H -8.5465 2.1815 0.4707
H 2.0811 -3.6656 8.7933
H 0.5549 -4.4249 8.5787
H 3.1362 7.7122 7.1098
H 2.5007 13.6064 6.8544
H 3.1822 -7.4955 -5.9102
H 1.9834 -5.3863 8.3465
H 2.3551 -2.0919 7.3466
H 3.2435 12.7458 8.1807
H -6.4374 0.0571 -1.1455
H -6.7911 2.6857 0.3048
H 5.0323 -3.3832 -1.8828
H -3.1768 -1.7195 -7.0982
H 3.8255 -4.0020 -0.7986
H 1.4142 7.8038 7.3300
H 3.3383 -3.3142 6.4549
H 4.2443 2.8499 -6.7829
```

Calculated values
⟨S²⟩ = 3.78
E_HOMO (spin up / spin down) = -0.3989 / -0.3988 Ha
multiplicity = 4
orbital gap (spin up / spin down) = 5.306 / 1.955 eV
net charge = +1


No. 3
Molecular formula: C19H41BN6PtSi4
Method: DFT, ωB97M-V/def2-TZVPD

Geometry as XYZ:
```
72
Properties=species:S:1:pos:R:3
Pt 0.0241 0.0513 -0.0321
Si -1.4525 1.0369 3.5227
Si 0.9969 -1.8236 3.6848
Si 2.2333 1.4724 2.8847
Si 0.3261 0.0856 2.2106
N 1.7206 -0.2568 -2.5290
N -1.0466 -0.1620 -2.2686
N 0.6965 2.0281 -2.2718
N -0.4806 0.2779 -3.4599
N 1.4874 -0.6292 -1.2291
N 0.1914 1.7977 -1.0163
C -0.0701 2.9792 -0.4270
C -1.1271 1.0019 5.3819
C -1.6089 2.8496 3.0399
C -3.0571 0.1148 3.1707
C 2.2033 2.0077 4.7082
C -1.3593 0.1139 -4.4897
C -2.1476 -2.8487 1.1883
C -2.2669 -0.6166 -2.5748
C 1.9137 -1.3501 5.2788
C 2.4744 3.0950 1.9527
C 0.2947 3.9913 -1.3080
C 0.7113 3.3640 -2.4727
C 2.6788 -1.0643 -3.0258
C 3.7780 0.4326 2.5694
C 2.2050 -2.8231 2.6349
C 2.3472 -1.6164 -0.9006
C -0.4205 -2.9083 4.2986
C 3.1136 -1.9167 -2.0244
C -2.5136 -0.4822 -3.9624
B 0.9628 0.8708 -3.2814
H -2.3999 3.3389 3.6252
H 3.7808 0.0504 1.5404
H 3.0931 2.6161 4.9170
H -2.9310 -1.0029 -1.7995
H 3.0804 -2.2261 2.3513
H 2.1331 -2.2461 5.8764
H 4.6740 1.0562 2.6967
H -3.3921 -0.7712 -4.5196
H 1.7065 -3.1768 1.7235
H -3.0151 -0.9140 3.5472
H 1.3287 2.6314 4.9181
H -1.9327 -1.7955 0.9460
H 2.5734 -3.7069 3.1760
H 2.3440 -2.0352 0.0850
H -0.6693 3.3837 3.2341
H -3.2652 0.0888 2.0945
H 0.2520 5.0442 -1.0948
H 2.6891 2.9223 0.8909
H -1.0991 0.4208 -5.4969
H -3.9045 0.6146 3.6600
H 2.8734 -0.8674 5.0696
H 0.9965 3.7545 -3.4404
H -0.1072 -3.5072 5.1700
H -1.9881 1.4446 5.9005
H 1.3070 -0.6900 5.9081
H 1.6015 3.7523 2.0424
H -1.2838 -2.3037 4.6113
H 3.3368 3.6260 2.3862
H -1.2242 -3.4270 1.1447
H 3.8772 -2.6655 -2.1051
H -1.0030 -0.0203 5.7532
H -0.7342 -3.6169 3.5229
H -1.8760 2.9524 1.9817
H -2.8475 -3.2600 0.4662
H -0.2451 1.5857 5.6579
H -0.4919 2.9853 0.5577
H 3.8666 -0.4132 3.2588
H -2.6052 -2.9563 2.1718
H 2.2137 1.1726 5.4113
H 2.9391 -0.9697 -4.0635
H 1.4752 1.2019 -4.3168
```

Calculated values
⟨S²⟩ = 2.01
E_HOMO (spin up / spin down) = -0.2763 / -0.2851 Ha
multiplicity = 3
orbital gap (spin up / spin down) = 8.162 / 6.732 eV
net charge = 0


No. 4
Molecular formula: C19H41BrF6N5O9S2V
Method: DFT, ωB97M-V/def2-TZVPD

Geometry as XYZ:
```
84
Properties=species:S:1:pos:R:3
Br -29.1645 -6.4520 20.3137
V -29.4172 -8.0111 18.1212
S -26.7632 -6.2951 16.8852
S -28.9880 -5.8308 15.5675
F -30.4475 -4.3243 17.4215
F -28.4224 -3.5296 17.1271
F -26.1322 -7.3925 14.4125
F -25.8258 -8.6996 16.1842
F -29.9954 -3.3381 15.5767
F -24.4294 -7.0464 15.6682
O -31.4748 -7.2651 17.6473
O -30.3164 -6.2492 15.1270
O -26.4446 -6.6359 18.2708
O -28.0833 -5.3440 14.5441
O -26.3786 -4.9356 16.4618
O -30.8032 -9.4640 19.1675
O -28.2014 -8.9498 18.3047
O -30.0870 -9.4014 16.3558
O -22.2130 -6.5680 22.8200
N -33.7043 -7.4734 17.2319
N -28.4458 -6.8411 16.6203
N -25.0659 -7.0877 22.4471
N -31.7638 -10.2337 21.1107
N -30.4185 -10.9626 14.7128
C -30.0010 -9.7598 15.2149
C -32.8633 -10.9650 21.7327
C -25.7089 -7.4878 15.6527
C -30.3387 -11.2953 13.2914
C -24.7747 -5.5202 22.3592
C -25.6287 -9.0862 20.8191
C -33.4882 -8.6112 16.3371
C -30.9552 -11.9730 15.6286
C -24.4255 -4.8092 23.7484
C -25.1182 -7.6810 20.9979
C -32.6314 -6.8974 17.7765
C -26.4794 -7.1900 23.1257
C -31.6818 -10.1384 19.7794
C -30.7924 -9.6711 21.9963
C -29.5043 -4.1691 16.5190
C -22.6145 -7.9318 22.8379
C -20.9320 -6.2786 22.2689
C -35.0234 -7.0732 17.5122
C -24.0458 -7.9679 23.2500
H -26.4238 -6.8996 24.1748
H -27.1377 -6.6040 22.4842
H -35.0466 -6.2439 18.2191
H -24.0907 -7.7040 24.3066
H -25.6648 -4.9908 22.0193
H -35.3935 -6.6606 16.5736
H -26.6385 -9.2460 21.1970
H -29.9158 -12.2978 13.2265
H -33.6720 -11.0764 21.0104
H -31.9094 -12.3111 15.2247
H -31.0626 -8.7553 22.5221
H -20.7682 -6.5842 21.2355
H -24.1252 -7.5925 20.5573
H -30.2928 -12.8376 15.5883
H -34.0222 -9.4698 16.7442
H -22.5768 -8.4509 21.8802
H -33.8932 -8.3589 15.3571
H -26.9080 -8.1921 23.1081
H -23.4186 -5.0415 24.0950
H -31.2968 -11.2162 12.7777
H -31.1247 -11.5352 16.6123
H -30.5515 -10.3851 22.7839
H -29.6095 -10.7211 12.7199
H -22.0021 -8.5154 23.5252
H -20.1333 -6.7796 22.8158
H -29.8499 -9.4710 21.4866
H -24.6390 -3.7481 23.6190
H -32.8753 -6.0667 18.4567
H -32.4500 -8.8223 16.0812
H -25.7237 -6.9570 20.4528
H -20.8627 -5.1935 22.3448
H -35.7243 -7.7652 17.9790
H -32.4980 -10.7052 19.3053
H -29.3878 -9.2243 14.4736
H -24.8511 -9.6638 21.3190
H -23.9318 -5.3055 21.7024
H -25.0446 -5.1313 24.5857
H -25.7255 -9.3030 19.7553
H -24.4690 -8.9709 23.1942
H -32.7289 -11.9718 22.1280
H -33.2744 -10.4985 22.6280
```

Calculated values
⟨S²⟩ = 2.02
E_HOMO (spin up / spin down) = -0.1673 / -0.2706 Ha
multiplicity = 3
orbital gap (spin up / spin down) = 4.727 / 7.539 eV
net charge = 0


No. 5
Molecular formula: C19H41N3O14
Method: DFT, ωB97M-V/def2-TZVPD

Geometry as XYZ:
```
77
Properties=species:S:1:pos:R:3
O -1.4468 3.8776 -1.0965
O -0.4414 -0.3213 -0.4203
O -2.1601 1.8259 -1.6608
O -1.4500 -2.1879 0.3362
O 0.1926 3.5419 4.9245
O -1.6994 -1.3420 -4.3561
O 1.0953 1.9204 6.0148
O 2.4407 -3.1383 1.6250
O 2.8093 -4.3955 3.4489
O -3.7309 -6.6388 0.2986
O 2.3572 5.8946 -3.5169
O -3.3475 -5.4890 2.0826
O -3.7307 -1.6899 -4.9919
O 2.5529 3.7646 -2.8431
N -2.9003 -1.3546 -4.1726
N 0.2117 2.4082 5.3471
N -3.0781 -5.8510 0.9535
C 0.4448 4.3382 0.2831
C 0.1761 -0.9728 -1.5363
C 1.4908 3.4077 -3.7308
C 2.8558 5.0728 -2.7926
C -0.9830 1.5628 5.0454
C 0.9783 2.0533 -3.3584
C -1.8565 -5.2804 0.3355
C -3.2709 3.7084 -2.6212
C -1.1122 -1.0384 0.4812
C -1.3947 -0.2201 1.7050
C 2.6755 -2.0678 3.7635
C -2.2398 3.0235 -1.7562
C -0.6266 3.3239 -0.0632
C 3.8828 5.3293 -1.7303
C 1.2965 -5.7939 2.1116
C -3.3892 -0.9535 -2.8328
C 1.5405 -1.4687 -1.1263
C 2.6649 -5.6124 2.6949
C 2.6305 -3.2305 2.8092
H -1.3290 -6.0926 -0.1608
H 1.6813 1.2370 -3.5354
H 0.5667 -5.8534 2.9230
H -1.2749 -4.8939 1.1587
H 1.8685 3.4245 -4.7572
H -0.4747 -1.7358 -1.9694
H 1.0448 -4.9214 1.5094
H 3.1790 -2.3359 4.6882
H -3.4473 -1.8607 -2.2331
H 2.0123 -0.7347 -0.4709
H 1.1837 4.3949 -0.5160
H 0.0418 1.7926 -3.8550
H -2.8302 3.9525 -3.5915
H -0.0145 5.3292 0.3433
H -2.4137 0.1618 1.7681
H -3.5876 4.6517 -2.1836
H 1.2020 -6.6546 1.4538
H -2.7005 -0.2394 -2.3995
H 3.1537 -1.2076 3.3044
H 4.0907 6.3872 -1.6259
H -1.7810 1.9554 5.6719
H 0.2295 -0.2613 -2.3637
H 4.7598 4.7379 -1.9973
H 1.3988 -2.4085 -0.5957
H 2.2601 -1.5921 -1.9349
H -1.2369 3.1211 0.8224
H 2.8989 -6.3878 3.4213
H -0.1922 2.3791 -0.3843
H -4.0837 3.0119 -2.7932
H 3.5384 4.9623 -0.7623
H -0.7334 0.5393 5.2897
H -4.3932 -0.5694 -2.9718
H 0.6690 4.1270 -3.7412
H 0.7155 1.9979 -2.2971
H -2.1462 -4.5623 -0.4211
H -1.2600 1.7292 4.0112
H -0.6831 0.5986 1.7837
H -1.3032 -0.8658 2.5816
H 0.8746 4.1234 1.2575
H 3.4325 -5.6530 1.9183
H 1.6457 -1.7906 4.0003
```

Calculated values
E_HOMO = -0.3874 Ha
SMILES = C[N+](=O)[O-].C[N+](=O)[O-].C[N+](=O)[O-].CCOC(C)=O.CCOC(C)=O.CCOC(C)=O.CCOC(C)=O
orbital gap = 10.533 eV
net charge = 0
energy above the lowest of the compared OMol25 structures with the same formula, charge and spin = 0.0000 eV


No. 6
Molecular formula: C19H41NO7P
Method: DFT, ωB97M-V/def2-TZVPD

Geometry as XYZ:
```
69
Properties=species:S:1:pos:R:3
P 0.8427 -0.7569 3.5745
O -3.8286 -6.9650 1.7735
O 2.1470 -0.8387 4.5148
O 0.1751 0.5597 4.1552
O -1.0037 4.4010 -2.1375
O 2.6962 6.0742 0.4968
O 0.7006 1.8717 -6.7162
O -0.7895 -3.2684 1.5537
N 1.6105 -0.0674 1.9927
C 3.1135 -0.0467 1.8273
C -0.7316 4.2486 -4.5006
C 0.0896 -0.4049 -7.0267
C -5.5384 -8.2527 2.8094
C -2.1777 -3.2232 3.4770
C 2.1919 0.3046 -5.7276
C 1.1342 5.0537 -2.9227
C -0.2789 4.5499 -3.0978
C -4.3831 -8.0387 1.8657
C -3.9496 -9.2219 1.0394
C 1.6140 6.5756 0.7018
C 0.9516 7.4888 -0.2937
C 1.1355 1.2801 1.4650
C -1.2057 -5.4021 2.5318
C 3.5093 1.3944 2.0586
C 2.4149 2.1286 1.2688
C 0.9648 0.7106 -6.5110
C 0.8456 6.3025 1.9729
C -1.3366 -3.9115 2.4280
H 4.4832 1.5727 1.6050
H -0.2807 -1.0065 -6.1949
H 0.6619 -1.0536 -7.6916
H -0.1169 5.8462 1.7351
H -4.7771 -9.5663 0.4175
H -3.6471 -10.0422 1.6922
H -5.7537 -7.3303 3.3429
H 3.2699 -0.2336 0.7594
H 0.7664 8.4664 0.1535
H 2.7052 2.1789 0.2183
H 1.4240 5.6305 2.6044
H -0.5786 -5.7731 1.7244
H -2.1959 -5.8613 2.4607
H 2.8416 -0.3174 -6.3447
H -5.2944 -9.0376 3.5269
H 3.6406 -0.8268 2.3731
H -3.1146 -8.9399 0.4031
H 1.8992 -0.2717 -4.8480
H 0.6996 1.0864 0.4876
H 2.7365 1.1930 -5.4162
H 2.5106 -1.7231 4.4520
H -0.1030 3.4768 -4.9487
H 1.5896 7.6111 -1.1651
H 3.4804 1.7074 3.1035
H 0.6674 7.2327 2.5134
H -0.0022 7.0533 -0.5992
H 1.2793 -0.7659 1.3270
H -0.6636 5.1486 -5.1133
H -3.2013 -3.5977 3.4862
H 1.3084 5.2312 -1.8650
H 2.2453 3.1574 1.5822
H -6.4234 -8.5617 2.2515
H 1.8456 4.3097 -3.2851
H 1.2796 5.9811 -3.4782
H 0.4437 1.7833 2.1304
H -2.1839 -2.1563 3.2637
H -0.7526 0.0144 -7.5708
H 0.6638 1.0020 4.8627
H -1.7442 -3.3948 4.4645
H -0.7599 -5.6720 3.4919
H -1.7625 3.9030 -4.4853
```

Calculated values
E_HOMO = -0.4140 Ha
orbital gap = 8.581 eV
net charge = +1